[1]
C21H30Cl18IN5 as an isolated structure, computed with ωB97M-V with the def2-TZVPD basis set.

The geometry in XYZ format:
```
75
Properties=species:S:1:pos:R:3
N 0.52375 6.69135 2.73220
C -0.61902 6.80229 2.68056
C -2.08023 6.95340 2.64624
I -2.73493 6.05895 4.52117
C -2.38796 8.45982 2.77088
N -1.50865 9.28781 1.92743
C -2.72300 6.21549 1.36529
C -3.75706 5.22864 1.71021
N -4.56433 4.46035 1.98304
C -3.42141 7.20465 0.37136
C -4.85687 7.52245 0.69890
N -5.75871 7.22277 -0.13358
C -1.58030 5.51273 0.61738
C -1.20762 4.22323 0.96301
C -0.17381 3.62157 0.26558
C 0.43935 4.34998 -0.73879
C 0.01134 5.64484 -0.97884
N -0.98665 6.23271 -0.32466
H -2.19919 8.74429 3.80661
H -3.44208 8.66266 2.58731
H -2.04779 10.03246 1.50180
H -1.10823 8.76409 1.15560
H -2.82044 8.09554 0.22288
H -3.46280 6.69414 -0.59128
H -5.09622 7.98183 1.66258
H -6.67371 7.48318 0.23272
H -1.71692 3.69939 1.76295
H 0.11689 2.60844 0.51614
H 1.23816 3.92878 -1.33361
H 0.50160 6.23581 -1.74371
C -0.32386 -1.09040 1.67956
Cl -0.77089 -1.34789 3.36851
Cl -0.36477 0.62343 1.23157
H 0.68066 -1.46338 1.52429
H -1.03000 -1.62046 1.05321
C 3.24544 -2.72442 -0.12045
Cl 1.97886 -3.54756 0.79883
Cl 2.94141 -0.98457 -0.27227
H 4.18894 -2.86709 0.39302
H 3.28003 -3.15588 -1.11160
C 3.36139 -6.44748 -2.50393
Cl 2.93277 -6.66315 -0.80639
Cl 3.29803 -4.73868 -2.97689
H 4.37593 -6.80184 -2.64878
H 2.66679 -7.01225 -3.11739
C 6.96437 -7.49053 0.24435
Cl 6.35755 -6.05051 -0.59054
Cl 5.79772 -8.81382 0.25309
H 7.85744 -7.82611 -0.26809
H 7.18697 -7.21758 1.26843
C -2.38968 2.08736 -2.42977
Cl -0.72136 1.65994 -2.83958
Cl -3.13526 0.88992 -1.36832
H -2.38603 3.04462 -1.92008
H -2.96242 2.13891 -3.34741
C 2.38912 -8.56973 -6.11578
Cl 1.95279 -8.81959 -4.41724
Cl 2.40413 -6.85706 -6.54348
H 3.38098 -8.97462 -6.27412
H 1.65959 -9.07917 -6.73291
C -4.11766 -3.49527 2.86981
Cl -3.37969 -2.99869 1.34553
Cl -4.33807 -5.24802 2.96130
H -3.46605 -3.18767 3.67899
H -5.08836 -3.02261 2.95311
C -2.45630 -8.61698 3.32693
Cl -1.36023 -8.06555 4.59837
Cl -3.31676 -10.09430 3.77953
H -3.18512 -7.83751 3.14561
H -1.87486 -8.81795 2.43571
C 6.40961 -2.84601 -3.88558
Cl 5.29076 -2.21068 -2.67496
Cl 7.05533 -1.57915 -4.93310
H 7.23519 -3.32230 -3.37075
H 5.87237 -3.56137 -4.49773
```

Values from the calculation:
* energy: -263216.581 eV
* HOMO energy: -9.76 eV
* total charge: 0
* Kohn-Sham gap: 9.5 eV
* E_LUMO: -0.290 eV

***

[2]
C21H30Cl2N7O3S2Tl as an isolated structure at a distorted geometry, computed with ωB97M-V with the def2-TZVPD basis set.

The geometry in XYZ format:
```
66
Properties=species:S:1:pos:R:3
Tl -0.02147 -0.02529 0.33146
N 2.36783 -0.54203 1.20828
C 2.74328 0.47619 2.16828
C 1.61541 0.70438 3.19427
N 0.34717 1.14271 2.61575
C 0.10812 2.57602 2.46902
C 0.55766 3.15864 1.11842
N -0.19702 2.53157 0.03741
H 2.86303 -0.47941 0.32522
H 2.37899 -1.47903 1.59242
H 3.63764 0.19221 2.72915
H 2.95826 1.40032 1.63624
H 1.44738 -0.24918 3.69697
H 1.97436 1.43278 3.92717
H -0.44484 0.64644 2.99558
H -0.96748 2.74090 2.55416
H 0.61122 3.14151 3.25905
H 0.42338 4.24209 1.15298
H 1.61157 2.94718 0.95149
H -1.12767 2.92249 -0.05176
H 0.27662 2.59490 -0.85728
C -6.07734 -0.37701 -0.92371
C -4.94085 0.02867 -1.77907
N -5.00636 0.52261 -2.96304
N -3.71388 0.72992 -3.34031
C -2.82421 0.37538 -2.40976
S -1.14747 0.42870 -2.53508
N -3.60384 -0.07471 -1.39058
N -3.08602 -0.57295 -0.21965
H -6.99718 -0.28333 -1.49390
H -6.14523 0.25881 -0.03907
H -5.96389 -1.41017 -0.59180
H -3.51007 1.11248 -4.24833
H -3.52719 -0.16003 0.59050
H -3.19271 -1.58096 -0.18380
Cl -3.73612 -5.12651 5.53959
C -3.12757 -3.91438 4.51916
C -3.90443 -2.77553 4.25812
C -3.40730 -1.78544 3.46084
Cl -4.35673 -0.38051 3.19345
C -2.04381 -1.81006 2.93548
O -1.53654 -0.78010 2.43408
C -1.33425 -3.07001 3.13620
C -0.08803 -3.37200 2.43272
O 0.48030 -2.65020 1.64187
C -1.87024 -4.06090 3.92354
H -4.89227 -2.68721 4.69005
H 0.31662 -4.37706 2.64281
H -1.30837 -4.97401 4.08546
C 3.30370 -1.41471 -2.31973
S 2.27272 0.02736 -2.69515
O 2.16021 0.77813 -1.38727
C 3.45735 0.91356 -3.70083
C 4.32870 1.83770 -3.15348
C 5.21750 2.49068 -3.99538
C 5.21457 2.22157 -5.35797
C 4.33240 1.29170 -5.89236
C 3.43710 0.63739 -5.06142
H 4.26174 -1.09148 -1.91584
H 3.44680 -1.97612 -3.24248
H 2.75675 -2.02339 -1.59849
H 4.30974 2.04549 -2.09089
H 5.91531 3.20876 -3.58634
H 5.89975 2.74647 -6.01003
H 4.33780 1.07980 -6.95285
H 2.72938 -0.08177 -5.45951
```

Values from the calculation:
* energy: -90230.543 eV
* HOMO energy (alpha / beta): -13.46 / -13.03 eV
* total charge: +2
* Kohn-Sham gap (alpha / beta): 5.9 / 4.7 eV
* E_LUMO (alpha / beta): -7.574 / -8.348 eV
* energy above the lowest of the compared OMol25 structures with the same formula, charge and spin: 47.88 kcal per mole

***

[3]
An isolated ion of composition C21H30ClN2O2 and charge +1, computed with ωB97M-V with the def2-TZVPD basis set.

The geometry in XYZ format:
```
56
Properties=species:S:1:pos:R:3
C 3.26269 0.73404 -2.17271
C 3.63461 1.25133 -0.79482
N 2.73299 0.70833 0.25434
C 2.81881 -0.75147 0.35599
C 1.68012 -1.50811 0.13609
C 1.72290 -2.89359 0.23402
C 2.93236 -3.50039 0.55983
C 4.06429 -2.74179 0.79154
C 4.01644 -1.35998 0.69532
H 4.90401 -0.77893 0.88918
H 4.99338 -3.22351 1.05139
H 2.98212 -4.57540 0.63693
C 0.49496 -3.70876 -0.00606
H -0.35917 -3.07349 -0.22458
H 0.65158 -4.38752 -0.84279
H 0.26876 -4.31648 0.86822
H 0.74328 -1.03280 -0.10688
C 2.95196 1.36156 1.57094
H 4.00094 1.64061 1.67777
H 2.69755 0.64315 2.35252
C 2.03440 2.58275 1.70625
N 0.66205 2.12530 1.63177
H 0.26816 1.98061 2.54992
C -0.25742 2.82662 0.75367
H -1.12641 3.21387 1.29051
H 0.24180 3.67014 0.26862
C -0.75792 1.87718 -0.34423
C -1.54235 0.68493 0.23624
O -1.60138 -0.36496 -0.70959
C -2.69216 -0.29153 -1.62599
C -4.03543 -0.33733 -0.94519
C -4.32468 -1.36487 -0.05411
C -5.54513 -1.41638 0.59101
C -6.49192 -0.43320 0.33969
C -6.21929 0.59677 -0.54806
C -4.99032 0.64285 -1.18107
H -4.77981 1.44627 -1.87215
H -6.96137 1.35523 -0.73880
Cl -8.01932 -0.49207 1.13881
H -5.76792 -2.21460 1.28063
H -3.58290 -2.12645 0.13530
H -2.61453 0.61225 -2.24422
H -2.56086 -1.16743 -2.26823
H -0.99821 0.28325 1.09573
H -2.54147 0.99370 0.55424
H -1.39088 2.44107 -1.04313
O 0.36261 1.36343 -1.05087
H 0.03684 0.55379 -1.48334
H 2.27009 3.09046 2.64857
H 2.23331 3.28546 0.89309
H 1.74616 0.94909 -0.04726
H 3.55577 2.33916 -0.77572
H 4.66053 0.97031 -0.54984
H 2.26669 1.06683 -2.44870
H 3.30187 -0.35165 -2.20712
H 3.96682 1.12232 -2.90267
```

Values from the calculation:
* energy: -41855.905 eV
* HOMO energy: -11.23 eV
* total charge: +1
* Kohn-Sham gap: 9.3 eV
* structure (SMILES): CC[N@H+](CCNC[C@@H](O)COCc1ccc(Cl)cc1)c1cccc(C)c1
* E_LUMO: -1.918 eV
* energy above the lowest of the compared OMol25 structures with the same formula, charge and spin: 1.46 kcal per mole

***

[4]
A 2-piece molecular cluster, C21H30F5N5O overall at a distorted geometry, computed with ωB97M-V with the def2-TZVPD basis set.

The geometry in XYZ format:
```
62
Properties=species:S:1:pos:R:3
F -2.46945 -2.00263 0.82804
C -1.95557 -2.41247 -0.33928
F -2.90924 -2.89403 -1.14084
F -1.14318 -3.43187 -0.07279
C -1.13796 -1.25849 -1.06552
F -1.65889 -0.95707 -2.27079
F 0.05555 -1.81477 -1.34846
N -0.85745 -0.12614 -0.26130
C -1.69623 0.81685 0.22269
N -1.19175 1.77210 1.00580
C -2.25063 2.50182 1.32956
N -3.32609 2.01188 0.76915
N -3.01618 0.93009 0.01519
C -4.00675 0.18690 -0.77232
C -5.45093 0.78553 -0.68941
C -6.22239 0.07091 0.39838
C -6.79072 -1.13677 0.06164
C -7.47545 -1.90642 0.95583
C -7.60533 -1.45575 2.25120
C -7.05559 -0.25539 2.58447
C -6.36374 0.51506 1.68914
H 0.11394 -0.02422 0.03511
H -2.22013 3.36082 1.98080
H -4.22332 2.44458 0.93411
H -4.11156 -0.85161 -0.47780
H -3.72266 0.29233 -1.81987
H -5.44865 1.87426 -0.60086
H -5.89679 0.55663 -1.65769
H -6.68128 -1.50157 -0.95666
H -7.86550 -2.85514 0.61104
H -8.13723 -2.05270 2.97944
H -7.15264 0.06926 3.61440
H -5.93111 1.46333 1.99214
C 6.04769 0.62821 1.27290
C 4.99229 -0.38159 0.74125
C 5.60399 -1.27742 -0.34368
C 5.79541 -0.57772 -1.68271
C 4.47998 0.03876 -2.14682
C 3.86710 0.97895 -1.10564
N 3.78154 0.34845 0.25170
O 2.77563 -0.47149 0.26060
C 4.70154 2.27486 -1.05902
C 2.49100 1.43163 -1.59514
C 4.67483 -1.27444 1.94204
H 7.04001 0.43399 0.86454
H 5.79933 1.66449 1.06337
H 6.12743 0.58276 2.35882
H 4.95924 -2.14859 -0.50112
H 6.56067 -1.66981 0.00476
H 6.57723 0.18347 -1.61046
H 6.14106 -1.29741 -2.42719
H 4.63986 0.58223 -3.08049
H 3.77588 -0.76756 -2.37872
H 4.37026 2.92520 -0.24745
H 4.58596 2.83164 -1.98910
H 5.76895 2.09771 -0.94694
H 1.83107 0.58768 -1.80172
H 2.58888 1.99002 -2.52497
H 2.00546 2.08247 -0.86301
H 4.17921 -0.70956 2.73349
H 5.60110 -1.68090 2.34760
H 4.04234 -2.12138 1.67855
```

Values from the calculation:
* spin multiplicity: 2
* energy: -45340.976 eV
* HOMO energy (alpha / beta): -10.71 / -11.59 eV
* total charge: +1
* Kohn-Sham gap (alpha / beta): 7.8 / 8.7 eV
* <S²>: 0.754
* E_LUMO (alpha / beta): -2.897 / -2.897 eV

***

[5]
An isolated ion of composition C21H30F7NO8PSi and charge +1 at a distorted geometry, computed with ωB97M-V with the def2-TZVPD basis set.

The geometry in XYZ format:
```
69
Properties=species:S:1:pos:R:3
C 4.02550 -2.47455 1.14892
O 3.79014 -1.11983 1.75081
C 4.99923 -0.32252 1.35580
C 5.11457 1.11171 2.13825
C 4.13498 2.30527 1.52954
C 2.60314 1.82009 1.21094
C 1.47914 1.98991 2.39383
C 1.73470 2.59933 3.90205
C 1.72501 4.26623 3.90053
F 0.96082 4.79768 5.07534
C -0.04705 1.47534 2.05904
C -0.37719 0.80880 0.56313
C -1.93355 0.28172 0.36660
C -2.78454 1.09500 -0.77387
O -4.09310 1.60401 -0.33596
Si -5.29654 0.33290 -0.18985
C -4.68549 -1.43327 -0.65063
C -6.90128 0.64699 -1.27009
C -5.93377 0.41167 1.66676
N 0.72258 0.68424 -0.48803
C 0.27403 0.05107 -1.82242
O -0.22391 0.94846 -2.71839
C 0.41918 -1.53700 -2.19821
F 1.09934 -2.28193 -1.09765
F 1.22592 -1.58746 -3.47500
C -1.01363 -2.28294 -2.57165
F -1.94749 -1.41064 -3.35129
F -1.67958 -2.88776 -1.35751
C -0.70568 -3.59503 -3.56261
F 0.44469 -4.39975 -3.08036
F -0.66424 -3.24491 -5.00090
C -2.04583 -4.57845 -3.37641
O -3.29308 -4.07692 -3.59824
O -1.89119 -5.98644 -2.94243
C 2.17271 1.16705 -0.26744
P 3.35457 0.94022 -1.74251
O 3.58116 -0.64932 -1.89360
O 2.71004 1.56647 -3.27570
O 4.93381 1.63648 -1.57673
H 4.58149 -2.41238 0.10960
H 4.68133 -3.06605 1.94301
H 3.02298 -3.06216 0.96641
H 5.12429 -0.27023 0.19212
H 5.91665 -0.98169 1.74390
H 4.70469 0.91737 3.24286
H 6.23746 1.48324 2.30409
H 4.04283 3.09176 2.42496
H 4.64658 2.92491 0.65723
H 2.82200 2.29446 4.24527
H 0.96757 2.22170 4.70889
H 1.31905 4.72120 2.89154
H 2.83526 4.65809 4.03089
H -0.89962 1.57278 2.86013
H -2.52329 0.43803 1.39287
H -1.87083 -0.87717 0.21213
H -2.12996 2.02291 -1.11239
H -2.87273 0.40797 -1.74471
H -5.58934 -2.20862 -0.62829
H -3.93501 -1.82649 0.18942
H -4.08457 -1.50403 -1.66117
H -7.21304 1.77680 -1.29665
H -7.72354 -0.06483 -0.79871
H -6.67404 0.19927 -2.34698
H -6.27454 -0.63487 2.07233
H -5.05289 0.89270 2.29716
H -6.80285 1.21906 1.67694
H -1.30507 -6.05655 -2.12549
H 2.46813 2.52671 -3.02823
H 5.59286 0.92423 -1.86314
```

Values from the calculation:
* energy: -76298.644 eV
* HOMO energy: -12.08 eV
* total charge: +1
* Kohn-Sham gap: 6.4 eV
* structure (SMILES): COCCCc1c(CCF)cc(CCO[Si](C)(C)C)[n+](C(=O)C(F)(F)C(F)(F)C(F)(F)C(=O)O)c1P(=O)(O)O
* E_LUMO: -5.635 eV

***

[6]
C21H30FN9O3 as an isolated structure at a distorted geometry, computed with ωB97M-V with the def2-TZVPD basis set.

The geometry in XYZ format:
```
64
Properties=species:S:1:pos:R:3
C 0.51203 -0.20581 -0.83113
C 0.38033 -0.30965 0.64662
O 0.56330 1.02847 1.01681
C 1.27644 1.69732 0.07219
O 1.74816 2.78295 0.15204
O 1.47233 0.81092 -0.96902
F 1.43331 -1.03841 1.11090
H -0.40829 0.06832 -1.34685
H 0.93885 -1.15159 -1.16493
H -0.56756 -0.74707 0.96010
C 2.41199 2.37335 -2.21998
C 2.45154 3.45067 -3.19707
N 2.47255 4.33286 -3.98419
H 2.92416 1.51122 -2.64723
H 1.40131 2.18315 -1.85880
H 3.08568 2.67803 -1.41911
C 2.06721 -2.86151 0.64759
C 1.88031 -2.95762 2.05866
N 1.71979 -3.04548 3.19366
H 2.30808 -3.71944 0.01987
H 2.83236 -2.09172 0.54725
H 1.14417 -2.55451 0.15582
C 0.47278 0.26346 3.13533
C -0.38751 1.35752 2.79865
N -1.03839 2.26188 2.58496
H 0.78938 0.37442 4.17242
H 1.33759 0.21172 2.47387
H -0.05279 -0.66156 2.89824
C -3.74079 0.10189 -0.14950
C -2.39725 0.42479 -0.65330
N -1.31896 0.59451 -1.04594
H -4.38423 0.59498 -0.87816
H -3.91355 0.58288 0.81326
H -3.75530 -0.97948 -0.01337
C -0.07243 -2.25975 -2.49440
C -0.12533 -1.81298 -3.92828
N -0.24761 -1.48320 -5.03734
H -0.41878 -3.29292 -2.46735
H -0.64967 -1.60593 -1.84064
H 0.95905 -2.23191 -2.14315
C 3.14214 -0.59922 -1.46049
C 2.44249 -0.58485 -2.77706
N 1.87960 -0.54951 -3.82794
H 2.45177 -0.80313 -0.64200
H 3.51293 0.41883 -1.34137
H 4.01414 -1.25319 -1.46673
C -0.82604 3.01032 0.62297
C -1.01671 4.39326 1.14960
N -1.13519 5.52100 1.48130
H -1.57366 2.29099 0.95725
H 0.18256 2.82214 0.99093
H -0.79235 2.84637 -0.45410
C -3.26502 0.50691 2.85293
C -2.18570 0.09341 1.96944
N -1.36989 -0.19644 1.20945
H -3.85206 1.22617 2.28184
H -2.88516 0.99743 3.74914
H -3.82079 -0.36809 3.18998
C -2.11743 -2.49430 0.58420
C -0.78518 -2.22686 0.04909
N 0.26401 -1.98956 -0.39663
H -2.26850 -2.33560 1.65195
H -2.26099 -3.55370 0.37167
H -2.83922 -1.84701 0.08607
```

Values from the calculation:
* energy: -44498.166 eV
* HOMO energy: -8.69 eV
* total charge: 0
* Kohn-Sham gap: 7.8 eV
* E_LUMO: -0.844 eV
* energy above the lowest of the compared OMol25 structures with the same formula, charge and spin: 765.37 kcal per mole